Entry 1:
ORCA calculation (the ωB97M-V functional and the def2-TZVPD basis) on a single CH3NO3 molecule in a non-equilibrium geometry.

As for the structure (SMILES): O=[N+]([O-])CO. As for the relative energy (zero: lowest compared OMol25 entry of this formula, charge and spin): 58.8 kcal/mol.

Geometry as ORCA input:
```
! RIJCOSX wB97M-V def2-TZVPD def2/J DEFGRID3
* xyz 0 1
O 2.612 -1.094 0.022
O 0.012 -0.016 1.201
H -0.651 0.720 1.190
O 2.486 1.072 -0.011
N 2.003 -0.043 0.006
H 0.232 -0.882 -0.606
H 0.088 1.064 -0.516
C 0.478 0.054 -0.093
*
```

Entry 2:
ORCA calculation (the ωB97M-V functional and the def2-TZVPD basis) on 6 unconnected molecules or ions with the total composition C11H35N11O7 in a non-equilibrium geometry.

As for the expectation value of S²: 0.750. The calculation puts the electronic energy at -1569.17538 Eh.

Geometry as ORCA input:
```
! RIJCOSX wB97M-V def2-TZVPD def2/J DEFGRID3
* xyz -1 2
H -11.751 1.809 8.360
N -11.488 5.237 5.106
H -6.777 0.894 4.524
H -10.104 3.000 6.966
H -13.836 2.316 1.659
H -10.542 0.310 6.147
C -12.167 2.241 2.791
H -13.758 -0.014 4.539
H -13.653 0.651 7.309
H -9.621 7.082 9.294
H -13.014 -1.516 4.391
O -8.693 1.333 4.435
O -14.442 3.807 8.603
C -8.709 2.178 5.545
N -11.366 1.290 3.155
O -12.363 7.700 10.777
N -11.795 8.811 6.348
H -7.433 0.482 3.024
H -12.701 3.318 5.589
H -14.343 -1.178 5.614
C -11.168 7.573 10.471
H -10.809 2.463 5.435
N -11.577 9.928 4.458
C -12.063 5.106 6.262
H -12.398 9.570 6.633
H -13.604 5.936 8.510
H -9.294 8.190 10.758
N -14.588 5.948 8.735
H -11.988 10.683 4.987
H -7.083 2.209 3.359
N -10.262 0.943 6.883
H -15.001 6.813 9.052
C -11.522 0.994 7.674
H -13.294 3.835 7.194
H -10.406 8.667 11.984
O -12.517 -0.518 6.197
N -16.356 4.945 8.916
H -11.163 6.368 8.858
H -12.881 1.508 6.033
C -10.086 2.214 6.212
H -10.942 6.080 5.000
N -12.781 3.991 6.338
O -12.007 5.902 7.206
H -10.590 1.510 3.763
H -11.184 9.989 3.530
C -11.216 8.874 5.185
H -12.771 0.903 1.421
O -10.508 7.918 4.807
H -7.972 1.842 6.274
N -10.610 6.958 9.462
C -7.467 1.276 3.771
H -11.440 0.089 8.275
H -16.915 4.117 9.066
H -11.641 8.008 6.941
C -12.718 0.706 6.752
N -13.027 1.758 1.893
C -13.413 -0.847 5.153
H -11.230 0.531 2.502
O -12.170 3.292 3.332
H -16.652 5.895 9.084
H -8.429 3.174 5.203
N -10.214 8.106 11.167
C -15.089 4.809 8.776
H -11.453 4.506 4.409
*
```

Entry 3:
ORCA calculation (the ωB97M-V functional and the def2-TZVPD basis) on a molecular structure, C4H6N2O2 in a non-equilibrium geometry.

As for the relative energy (zero: lowest compared OMol25 entry of this formula, charge and spin): 136.0 kcal/mol.

Geometry as ORCA input:
```
! RIJCOSX wB97M-V def2-TZVPD def2/J DEFGRID3
* xyz 0 1
O -0.011 1.696 -0.482
C 0.113 1.901 0.841
C -0.237 0.366 -0.444
H 0.240 -1.798 -0.933
H 0.900 -3.263 0.117
O 0.484 0.810 1.596
C -0.772 -0.195 -1.486
H -1.069 0.631 -2.159
H 0.680 2.843 1.128
N 0.718 -1.338 1.240
N 0.472 -2.312 0.240
C 0.344 -0.236 0.760
H -1.013 2.173 1.090
H -0.850 -1.280 -1.508
*
```